# 1
Density functional theory data (ωB97M-V/def2-TZVPD) for C29H67AlN5O as an isolated structure.

CARTESIAN COORDINATES (ANGSTROEM)
C: 6.05 -1.27 3.60
C: 6.00 0.17 4.11
O: 6.22 0.44 5.27
N: 5.59 1.12 3.20
C: 5.98 1.08 1.79
C: 4.81 1.14 0.82
C: 4.14 2.51 0.69
C: 2.63 2.40 0.38
Al: 1.33 2.47 1.95
C: 0.08 4.05 1.51
C: -1.04 4.17 2.43
N: -1.20 4.90 3.47
C: 2.26 2.74 3.72
C: 1.85 1.72 4.80
C: 0.44 1.97 5.36
C: -0.42 0.73 5.71
N: 0.25 -0.58 5.82
C: 0.23 0.78 1.99
C: -0.50 0.52 0.67
C: -1.18 -0.86 0.53
C: -1.95 -1.26 1.79
C: -0.17 -1.93 0.16
H: 7.09 -1.57 3.46
H: 5.51 -1.41 2.67
H: 5.62 -1.89 4.38
H: 5.62 2.03 3.63
H: 6.57 0.18 1.62
H: 6.65 1.93 1.61
H: 5.18 0.82 -0.16
H: 4.07 0.40 1.13
H: 4.31 3.07 1.62
H: 4.66 3.07 -0.10
H: 2.49 1.48 -0.19
H: 2.34 3.20 -0.30
H: -0.27 3.87 0.49
H: 0.72 4.94 1.52
H: -1.86 3.47 2.24
H: -0.37 5.50 3.57
H: 2.10 3.76 4.12
H: 3.33 2.65 3.55
H: 2.57 1.72 5.64
H: 1.92 0.71 4.37
H: -0.12 2.58 4.65
H: 0.54 2.59 6.25
H: -0.94 0.90 6.65
H: -1.20 0.60 4.96
H: 1.09 -0.49 6.39
H: 0.57 -0.87 4.91
H: -0.51 0.88 2.80
H: 0.86 -0.08 2.26
H: -1.25 1.30 0.52
H: 0.21 0.62 -0.16
H: -1.93 -0.80 -0.27
H: -1.28 -1.63 2.57
H: -2.67 -2.05 1.57
H: -2.49 -0.42 2.23
H: 0.67 -1.92 0.87
H: 0.25 -1.79 -0.84
H: -0.61 -2.93 0.20
C: -1.12 -2.44 -3.50
C: 0.27 -3.01 -3.74
N: 0.38 -4.41 -3.37
C: 1.75 -4.88 -3.29
C: 2.58 -4.93 -4.58
C: -0.57 -5.31 -4.00
C: -0.61 -5.36 -5.53
H: -1.42 -2.59 -2.46
H: -1.11 -1.37 -3.70
H: -1.87 -2.89 -4.15
H: 0.99 -2.47 -3.12
H: 0.56 -2.81 -4.78
H: 1.73 -5.88 -2.84
H: 2.26 -4.24 -2.56
H: 2.28 -5.74 -5.23
H: 3.63 -5.08 -4.33
H: 2.51 -3.99 -5.13
H: -1.57 -5.05 -3.64
H: -0.37 -6.31 -3.60
H: -0.60 -4.35 -5.96
H: -1.53 -5.84 -5.86
H: 0.23 -5.91 -5.95
C: -4.17 0.51 -4.80
C: -3.98 0.83 -3.33
N: -4.52 2.13 -2.95
C: -4.08 2.56 -1.63
C: -4.55 1.76 -0.42
C: -5.92 2.35 -3.26
C: -6.94 1.35 -2.70
H: -3.75 1.29 -5.44
H: -3.66 -0.43 -5.03
H: -5.22 0.38 -5.08
H: -2.91 0.87 -3.11
H: -4.39 0.00 -2.73
H: -4.37 3.61 -1.51
H: -2.98 2.55 -1.65
H: -5.59 1.98 -0.17
H: -3.95 2.04 0.45
H: -4.44 0.69 -0.56
H: -6.02 2.36 -4.35
H: -6.17 3.36 -2.92
H: -6.61 0.32 -2.84
H: -7.90 1.46 -3.22
H: -7.13 1.50 -1.64

The charge is -1. The value obtained for the orbital gap is 7.41 eV. For the molar mass, the calculation gives 528.87 g mol⁻¹. For the largest force on an atom, the calculation gives 0.73 eV Å⁻¹.



# 2
Density functional theory data (ωB97M-V/def2-TZVPD) for a 5-piece molecular cluster, C29H68BrIN2O11P3 overall.

CARTESIAN COORDINATES (ANGSTROEM)
C: -0.36 -3.54 -2.08
C: 0.74 -4.59 -1.39
O: 1.76 -3.91 -0.57
C: 1.35 -3.73 0.82
O: 0.48 -2.55 0.86
C: -0.13 -2.31 2.17
C: 0.71 -2.97 3.45
C: 0.02 -4.43 3.78
C: -0.45 -4.67 5.33
O: 0.32 -4.87 6.40
I: -2.64 -4.74 5.76
P: 0.09 -1.90 4.95
O: 0.33 -0.36 4.80
N: 2.20 -2.97 3.23
Br: 3.00 -4.12 4.55
C: 2.94 -1.68 3.50
C: 2.63 -0.41 2.53
P: 4.34 0.40 2.05
O: 4.99 -0.29 0.76
O: 5.49 0.40 3.36
C: 6.02 1.75 3.59
C: 4.90 2.51 4.57
O: 3.91 2.04 1.52
C: 2.98 1.96 0.36
C: 3.54 2.70 -1.00
C: 2.62 -3.67 1.91
N: 3.78 -3.07 1.19
P: 3.19 -5.51 2.25
C: 5.09 -5.69 2.16
C: 2.55 -6.68 0.84
C: 3.18 -8.21 0.96
H: -1.15 -4.17 -2.71
H: -1.00 -2.99 -1.24
H: 0.14 -2.70 -2.72
H: 1.32 -5.05 -2.32
H: 0.20 -5.49 -0.87
H: 0.66 -4.66 1.09
H: -0.05 -1.13 2.35
H: -1.28 -2.54 2.20
H: -0.99 -4.47 3.14
H: 0.62 -5.37 3.44
H: -1.37 -2.06 4.97
H: 0.71 -2.30 6.22
H: 2.80 -1.27 4.62
H: 4.13 -1.82 3.48
H: 2.13 -0.65 1.50
H: 2.02 0.47 3.01
H: 6.25 2.36 2.61
H: 7.08 1.66 4.15
H: 3.83 2.54 4.08
H: 5.28 3.62 4.72
H: 4.80 1.91 5.58
H: 1.98 2.53 0.67
H: 2.69 0.87 0.05
H: 2.98 3.73 -1.20
H: 4.69 2.96 -0.96
H: 3.33 2.05 -1.97
H: 4.66 -2.99 1.77
H: 4.11 -3.74 0.42
H: 5.54 -4.98 3.01
H: 5.58 -5.44 1.13
H: 5.34 -6.80 2.54
H: 2.98 -6.24 -0.17
H: 1.38 -6.68 0.74
H: 2.57 -8.96 0.30
H: 4.30 -8.21 0.56
H: 3.20 -8.47 2.10
C: -1.67 3.94 -2.02
C: -0.57 2.91 -1.84
C: -1.03 1.52 -2.25
O: -0.15 2.89 -0.48
H: -2.54 3.69 -1.39
H: -1.33 4.93 -1.71
H: -2.00 3.99 -3.06
H: 0.30 3.20 -2.44
H: -1.87 1.19 -1.63
H: -0.22 0.79 -2.11
H: -1.34 1.50 -3.30
H: -0.92 2.63 0.06
C: -4.80 -0.56 -0.37
C: -4.33 0.60 0.50
C: -5.29 0.84 1.66
O: -4.24 1.78 -0.29
H: -5.78 -0.35 -0.81
H: -4.10 -0.71 -1.20
H: -4.86 -1.48 0.21
H: -3.33 0.39 0.89
H: -6.29 1.10 1.29
H: -4.95 1.68 2.27
H: -5.37 -0.04 2.29
H: -5.12 1.98 -0.64
C: -1.37 6.27 -7.39
C: -1.05 5.53 -6.10
C: -0.26 4.26 -6.37
O: -2.26 5.21 -5.43
H: -1.99 5.64 -8.05
H: -1.95 7.18 -7.19
H: -0.46 6.55 -7.93
H: -0.47 6.19 -5.44
H: -0.84 3.57 -6.99
H: -0.04 3.74 -5.43
H: 0.69 4.48 -6.88
H: -2.78 4.63 -6.00
C: -6.05 6.10 -2.76
C: -6.38 4.72 -2.22
C: -6.11 3.64 -3.25
O: -7.76 4.68 -1.85
H: -6.66 6.34 -3.64
H: -6.26 6.87 -2.01
H: -4.99 6.17 -3.04
H: -5.79 4.52 -1.32
H: -6.72 3.79 -4.15
H: -6.36 2.65 -2.85
H: -5.05 3.63 -3.55
H: -8.29 4.85 -2.64

The charge is +1. The value obtained for the orbital gap is 6.05 eV. For the molar mass, the calculation gives 920.60 g mol⁻¹. For the largest force on an atom, the calculation gives 8.73 eV Å⁻¹.



# 3
Density functional theory data (ωB97M-V/def2-TZVPD) for a 6-piece molecular cluster, C29H71BBrN4O23P6S2 overall.

CARTESIAN COORDINATES (ANGSTROEM)
C: -2.97 -5.12 5.47
C: -3.61 -4.64 4.05
C: -3.35 -5.84 3.00
N: -2.28 -5.58 1.99
B: -2.70 -4.61 0.90
C: -4.14 -4.81 0.14
N: -4.47 -6.25 -0.16
C: -4.28 -6.55 -1.63
O: -1.73 -4.95 -0.20
C: -1.50 -3.68 -0.88
C: -1.12 -2.81 0.47
C: 0.31 -3.46 0.84
C: 1.32 -2.44 1.58
C: 2.34 -3.36 2.47
S: 3.56 -4.30 1.45
C: 2.81 -5.74 0.58
S: 3.12 -5.87 -1.09
N: 1.95 -6.77 1.16
C: 1.67 -8.02 0.48
C: 0.70 -8.87 1.32
N: 0.46 -8.07 2.53
C: 1.20 -6.85 2.41
P: -1.18 -1.04 -0.21
O: -0.68 0.07 1.02
Br: 0.41 -0.77 -1.85
O: -2.27 -3.22 1.27
H: -3.56 -6.02 5.90
H: -1.89 -5.52 5.32
H: -3.02 -4.31 6.28
H: -3.23 -3.62 3.71
H: -4.75 -4.61 4.23
H: -4.36 -6.14 2.56
H: -2.99 -6.75 3.62
H: -1.52 -5.11 2.53
H: -4.23 -4.25 -0.87
H: -5.00 -4.37 0.80
H: -3.77 -6.88 0.29
H: -4.56 -7.67 -1.74
H: -4.91 -5.87 -2.30
H: -3.15 -6.49 -1.82
H: -2.37 -3.26 -1.51
H: -0.69 -3.84 -1.66
H: 0.83 -3.76 -0.15
H: 0.25 -4.42 1.46
H: 0.78 -1.69 2.28
H: 1.92 -1.78 0.83
H: 2.95 -2.68 3.17
H: 1.67 -3.99 3.14
H: 2.01 -8.42 -0.52
H: 0.24 -9.89 1.08
H: 1.17 -6.04 3.20
H: 0.09 0.61 0.72
C: -1.91 3.37 -7.34
O: -0.86 2.41 -7.29
P: -0.25 2.09 -5.84
O: -1.25 1.77 -4.80
O: 0.66 3.38 -5.51
C: 1.52 3.87 -6.52
O: 0.81 0.94 -6.15
C: 1.53 0.42 -5.03
H: -1.86 3.87 -8.31
H: -2.87 2.87 -7.24
H: -1.80 4.12 -6.56
H: 1.02 4.67 -7.07
H: 1.82 3.08 -7.23
H: 2.42 4.27 -6.05
H: 2.10 1.22 -4.55
H: 2.22 -0.34 -5.39
H: 0.84 -0.03 -4.32
C: 3.61 6.96 -4.44
O: 4.98 7.12 -4.82
P: 5.77 5.80 -5.23
O: 5.09 4.95 -6.24
O: 6.05 5.06 -3.83
C: 6.54 5.84 -2.75
O: 7.20 6.35 -5.67
C: 8.15 5.39 -6.12
H: 3.37 7.74 -3.72
H: 2.98 7.07 -5.31
H: 3.44 5.99 -3.97
H: 5.70 6.16 -2.13
H: 7.09 6.71 -3.09
H: 7.21 5.21 -2.15
H: 8.35 4.66 -5.33
H: 9.08 5.91 -6.37
H: 7.77 4.88 -7.01
C: 4.28 3.05 -1.46
O: 4.71 1.80 -0.91
P: 4.45 1.58 0.65
O: 3.07 1.87 1.11
O: 5.58 2.49 1.35
C: 6.91 2.41 0.87
O: 4.96 0.09 0.90
C: 4.83 -0.41 2.22
H: 4.93 3.30 -2.30
H: 3.26 2.96 -1.81
H: 4.35 3.85 -0.71
H: 7.07 3.21 0.14
H: 7.12 1.45 0.40
H: 7.60 2.55 1.71
H: 5.42 0.20 2.91
H: 5.22 -1.43 2.25
H: 3.79 -0.42 2.52
C: -6.26 -0.72 3.37
O: -6.83 -0.51 4.66
P: -7.42 -1.80 5.40
O: -6.51 -2.96 5.47
O: -8.80 -2.09 4.62
C: -9.67 -1.00 4.36
O: -7.90 -1.22 6.81
C: -8.46 -2.15 7.72
H: -6.39 0.20 2.78
H: -5.19 -0.93 3.47
H: -6.74 -1.54 2.84
H: -9.47 -0.62 3.35
H: -9.54 -0.19 5.08
H: -10.70 -1.36 4.41
H: -9.35 -2.61 7.29
H: -8.75 -1.62 8.63
H: -7.73 -2.93 7.97
C: 0.98 3.59 0.89
O: -0.09 4.50 0.64
P: 0.31 6.03 0.40
O: 1.37 6.25 -0.62
O: 0.68 6.57 1.86
C: -0.20 6.26 2.94
O: -1.09 6.72 0.07
C: -1.06 8.11 -0.22
H: 0.60 2.79 1.53
H: 1.32 3.17 -0.05
H: 1.81 4.08 1.41
H: 0.16 5.37 3.45
H: -1.22 6.09 2.59
H: -0.20 7.10 3.64
H: -0.66 8.67 0.64
H: -2.08 8.45 -0.41
H: -0.45 8.30 -1.10

The charge is -1. The value obtained for the orbital gap is 5.31 eV. For the molar mass, the calculation gives 1184.59 g mol⁻¹. For the largest force on an atom, the calculation gives 6.73 eV Å⁻¹.